Record 1
{"formula": "C33H52BFN14", "method": "ωB97M-V/def2-TZVPD", "elements": ["C", "C", "B", "C", "C", "C", "F", "H", "H", "H", "H", "H", "H", "H", "H", "H", "H", "C", "C", "N", "H", "H", "H", "C", "C", "N", "H", "H", "H", "C", "C", "N", "H", "H", "H", "C", "C", "N", "H", "H", "H", "C", "C", "N", "H", "H", "H", "C", "C", "N", "H", "H", "H", "C", "C", "N", "H", "H", "H", "C", "C", "N", "H", "H", "H", "C", "C", "N", "H", "H", "H", "C", "C", "N", "H", "H", "H", "C", "C", "N", "H", "H", "H", "C", "C", "N", "H", "H", "H", "C", "C", "N", "H", "H", "H", "C", "C", "N", "H", "H", "H"], "positions_angstrom": [[-0.693, -2.511, -3.665], [-1.469, -1.474, -4.122], [-1.315, -0.626, -5.411], [0.052, -0.035, -5.961], [1.124, 0.133, -4.882], [0.703, 1.304, -3.970], [2.400, 0.352, -5.420], [-0.093, -2.363, -2.755], [-0.663, -3.517, -4.092], [-2.344, -1.228, -3.492], [-2.313, -0.360, -6.018], [-0.179, 0.974, -6.334], [0.380, -0.630, -6.828], [1.199, -0.737, -4.218], [1.547, 1.626, -3.352], [-0.096, 0.977, -3.298], [0.369, 2.155, -4.572], [-3.398, -5.871, -2.516], [-3.430, -4.511, -1.979], [-3.457, -3.447, -1.556], [-4.300, -6.405, -2.221], [-3.339, -5.841, -3.605], [-2.530, -6.406, -2.131], [-1.101, -6.238, 1.003], [-0.983, -7.299, 0.001], [-0.879, -8.138, -0.773], [-0.193, -5.641, 1.015], [-1.948, -5.595, 0.765], [-1.251, -6.675, 1.987], [3.138, 4.172, -1.685], [1.691, 3.962, -1.764], [0.557, 3.808, -1.832], [3.658, 3.219, -1.721], [3.468, 4.790, -2.518], [3.387, 4.671, -0.753], [-1.529, 2.385, 0.917], [-1.346, 2.084, 2.338], [-1.202, 1.847, 3.449], [-1.940, 1.516, 0.407], [-2.213, 3.223, 0.801], [-0.572, 2.644, 0.464], [4.555, 0.249, 0.005], [4.527, 1.643, 0.457], [4.482, 2.726, 0.853], [3.682, -0.281, 0.385], [4.550, 0.209, -1.085], [5.454, -0.246, 0.372], [-0.040, -6.346, -5.240], [-1.486, -6.507, -5.395], [-2.617, -6.640, -5.512], [0.439, -7.323, -5.222], [0.358, -5.768, -6.072], [0.176, -5.827, -4.308], [-7.801, -4.884, -2.307], [-7.060, -6.032, -1.785], [-6.476, -6.927, -1.376], [-8.559, -5.223, -3.009], [-8.283, -4.353, -1.489], [-7.118, -4.207, -2.818], [2.429, -7.717, 2.636], [1.833, -6.394, 2.835], [1.366, -5.360, 2.988], [1.644, -8.458, 2.499], [3.066, -7.705, 1.754], [3.026, -7.986, 3.505], [4.893, 2.142, -4.647], [5.592, 2.529, -3.421], [6.144, 2.830, -2.464], [5.536, 1.505, -5.252], [3.985, 1.598, -4.402], [4.632, 3.031, -5.218], [5.899, 4.253, 4.815], [5.248, 3.679, 3.633], [4.736, 3.287, 2.682], [6.662, 3.569, 5.184], [6.366, 5.203, 4.562], [5.159, 4.416, 5.597], [-3.948, 3.154, 5.484], [-4.520, 4.474, 5.760], [-4.966, 5.507, 5.978], [-4.741, 2.426, 5.364], [-3.357, 3.190, 4.571], [-3.308, 2.849, 6.307], [-4.661, 0.446, 9.007], [-4.677, 0.463, 7.544], [-4.688, 0.476, 6.400], [-4.978, 1.414, 9.390], [-5.339, -0.322, 9.374], [-3.655, 0.233, 9.363], [-2.773, 7.628, 4.227], [-1.607, 7.891, 3.381], [-0.695, 8.097, 2.720], [-3.095, 6.597, 4.107], [-2.519, 7.800, 5.271], [-3.590, 8.290, 3.947], [5.188, 6.850, 1.955], [5.132, 6.759, 0.479], [5.081, 6.693, -0.666], [4.883, 7.852, 2.251], [4.529, 6.129, 2.434], [6.208, 6.675, 2.293]], "atomic_forces_ev_per_a": [[-0.0370, 0.5331, 0.9969], [0.3327, -0.8615, -1.5050], [-1.2948, -1.0583, -0.5982], [0.1539, 0.1774, 0.6203], [-1.0700, 0.2661, 0.7066], [0.7538, -0.2090, -0.3968], [-0.1094, 0.1024, -0.1131], [-1.5241, -0.8781, 0.8961], [1.3059, 0.6908, -1.1181], [1.1900, 1.2397, 0.8625], [0.0284, 0.3740, 0.0811], [0.1077, -0.2885, -0.2144], [0.0045, -0.0474, 0.2219], [0.2218, -0.1303, -0.4901], [-0.1535, -0.0649, -0.0298], [0.0298, 0.1206, -0.1576], [0.0039, -0.0704, 0.2260], [-0.0391, 0.1702, -0.0281], [-0.0078, -0.4970, -0.1284], [0.0032, 0.3402, 0.1126], [0.0467, -0.0021, 0.0283], [-0.0727, 0.0175, 0.2246], [-0.0034, -0.0089, -0.0094], [-0.1070, -0.0804, -0.2340], [-0.0281, 0.3047, 0.3874], [0.0637, -0.1663, -0.2569], [-0.0256, 0.0293, 0.0409], [-0.0048, -0.0134, -0.0067], [0.0115, 0.0233, 0.0083], [-0.3445, -0.0101, -0.1544], [0.4958, 0.1748, 0.0474], [-0.3411, -0.1183, 0.0496], [0.0008, 0.0266, 0.1146], [-0.0158, 0.0538, 0.0382], [0.0746, -0.0505, 0.0047], [0.0853, -0.0636, 0.1502], [-0.0594, 0.0975, -0.4907], [-0.0056, -0.0191, 0.3405], [-0.0028, 0.0000, 0.0060], [0.0243, 0.0132, -0.0143], [-0.0321, 0.0421, -0.0332], [0.0675, 0.1294, 0.1908], [-0.0863, -0.1800, 0.0269], [-0.5352, -1.1376, -5.4499], [0.0277, 0.0086, 0.0077], [0.0299, 0.0080, 0.0258], [-0.0346, -0.0126, -0.0282], [-0.1517, -0.0168, -0.0353], [0.5159, -0.0143, -0.0368], [-0.2293, -0.0299, -0.1832], [-0.0084, 0.0000, 0.0182], [-0.0041, 0.0050, 0.0055], [0.0102, -0.0296, 0.0122], [0.0676, -0.1121, 0.0397], [-0.2755, 0.3933, -0.1541], [0.1520, -0.2510, 0.1193], [0.0057, -0.0036, 0.0010], [0.0124, 0.0031, 0.0008], [0.0071, 0.0013, 0.0159], [-0.0754, 0.1386, 0.0252], [0.2725, -0.4306, -0.0117], [-0.0967, 0.2610, 0.0388], [0.0079, -0.0026, -0.0115], [-0.0069, -0.0053, -0.0009], [-0.0046, 0.0024, -0.0004], [0.0778, 0.1069, 0.1842], [-0.1004, -0.1469, -0.4879], [0.1973, 0.0100, 0.2986], [-0.0144, -0.0068, -0.0032], [-0.0191, -0.0162, -0.0608], [-0.0072, -0.0074, -0.0019], [-0.0148, -0.1588, -0.1743], [0.5302, 0.5424, 0.4694], [-0.0061, 0.8094, 4.9966], [0.0083, 0.0308, 0.0271], [0.0019, -0.0209, 0.0065], [0.0078, -0.0027, 0.0086], [-0.0607, 0.5291, -0.1648], [0.2331, -0.4403, -0.0877], [-0.1025, 0.3252, 0.0451], [0.0006, 0.0056, -0.0230], [0.0632, -0.0262, 0.0443], [0.0190, -0.0297, -0.0297], [0.0078, 0.0163, -0.1491], [-0.0149, -0.0988, 0.5023], [-0.0938, -0.3075, -0.1584], [-0.0006, -0.0036, 0.0002], [0.0009, 0.0029, -0.0019], [-0.0024, -0.0015, -0.0035], [0.1778, 0.0348, -0.1391], [-0.4052, -0.0708, 0.2933], [0.2887, 0.0594, -0.1857], [-0.0339, 0.0116, 0.0394], [-0.0275, -0.0266, 0.0073], [-0.0120, -0.0166, 0.0097], [0.0249, 0.1897, -0.5093], [-0.0720, -0.1677, 0.5376], [0.0271, 0.0795, 0.1769], [0.0264, 0.0079, 0.0251], [-0.0472, -0.0963, -0.2378], [0.0142, -0.0001, -0.0549]], "mulliken_charge": [-0.474, -0.333, 0.213, -0.862, 0.768, -0.872, -0.349, 0.312, 0.124, 0.308, -0.130, 0.321, 0.293, -0.062, -0.040, 0.327, 0.375, 0.062, 0.332, -0.494, -0.053, 0.091, 0.042, -0.773, 0.419, -0.456, 0.212, 0.286, 0.306, -0.030, 0.400, -0.531, -0.338, 0.428, 0.041, -0.522, 0.328, -0.428, 0.249, 0.282, 0.093, -0.853, 0.340, -0.195, 0.305, 0.174, 0.283, -0.800, 0.463, -0.482, 0.318, 0.300, 0.237, -0.741, 0.388, -0.450, 0.283, 0.265, 0.269, -0.787, 0.394, -0.421, 0.272, 0.264, 0.307, -0.477, 0.333, -0.396, 0.362, -0.101, 0.299, -0.951, 0.386, -0.263, 0.302, 0.251, 0.276, -0.506, 0.386, -0.438, 0.302, 0.035, 0.232, -0.816, 0.400, -0.425, 0.268, 0.302, 0.268, -0.531, 0.259, -0.349, 0.062, 0.268, 0.265, -0.662, 0.352, -0.411, 0.343, 0.180, 0.201], "homo_ev": -8.083, "gap_ev": 7.261, "e_lumo_ev": -0.821}



Record 2
{"formula": "C4H10N2O", "method": "ωB97M-V/def2-TZVPD", "elements": ["N", "C", "C", "C", "N", "C", "O", "H", "H", "H", "H", "H", "H", "H", "H", "H", "H"], "positions_angstrom": [[-1.687, -1.241, -0.683], [-0.471, -0.723, -0.151], [-0.141, -1.132, 1.316], [-0.633, 0.803, -0.105], [0.430, 1.666, -0.364], [1.740, 1.171, -0.789], [-1.706, 1.308, 0.144], [-1.602, -2.192, -0.985], [-2.565, -1.014, -0.243], [0.409, -1.089, -0.677], [-0.674, -0.448, 2.018], [0.801, -0.659, 1.656], [-0.355, -2.094, 1.771], [0.266, 2.654, -0.291], [2.236, 1.958, -1.353], [2.297, 0.802, 0.086], [1.654, 0.229, -1.351]], "atomic_forces_ev_per_a": [[0.1387, -0.4251, -1.0766], [0.1588, -0.2331, 1.8287], [-0.2826, 2.8623, 2.0185], [0.7298, 2.0143, -0.7411], [0.2292, -2.3406, -0.2490], [-0.4165, -0.6152, 0.8202], [-0.5664, -0.4693, 0.3683], [-0.2482, -0.2457, 0.1148], [0.3176, 0.1348, 0.2762], [-0.4272, 0.2286, -0.7623], [-0.8682, -0.4403, -0.6030], [0.5723, -1.1641, -0.6465], [0.3990, -0.4829, -0.8482], [-0.2349, -0.0356, 0.0396], [0.2899, -0.3103, 0.0866], [0.3861, 0.7520, -0.1283], [-0.1772, 0.7700, -0.4979]], "mulliken_charge": [-0.581, 0.481, -1.324, 0.232, -0.142, -0.830, -0.639, 0.210, 0.197, 0.259, 0.305, 0.303, 0.384, 0.265, 0.338, 0.252, 0.289], "homo_ev": -8.977, "gap_ev": 9.899, "e_lumo_ev": 0.921, "relative_energy_kj_mol": 160.27}



Record 3
{"formula": "C21H24O6", "method": "ωB97M-V/def2-TZVPD", "elements": ["C", "H", "H", "H", "C", "H", "O", "C", "C", "C", "C", "C", "C", "H", "H", "O", "C", "C", "O", "C", "C", "C", "C", "C", "C", "O", "C", "C", "H", "H", "H", "H", "H", "H", "C", "C", "C", "O", "O", "H", "H", "H", "H", "H", "H", "H", "H", "H", "H", "H", "H"], "positions_angstrom": [[2.682, 1.554, -7.949], [3.452, 0.795, -8.061], [2.591, 2.105, -8.882], [1.739, 1.057, -7.737], [3.061, 2.510, -6.821], [2.314, 3.307, -6.717], [3.263, 1.849, -5.590], [2.189, 1.415, -4.869], [2.490, 0.677, -3.727], [1.495, 0.199, -2.896], [0.161, 0.451, -3.196], [-0.144, 1.188, -4.336], [0.852, 1.665, -5.166], [0.566, 2.235, -6.035], [-1.181, 1.379, -4.561], [-0.909, 0.032, -2.449], [-0.660, -0.717, -1.284], [-2.023, -1.037, -0.658], [-1.900, -1.684, 0.584], [-1.561, -0.967, 1.688], [-1.403, 0.410, 1.751], [-1.072, 1.034, 2.941], [-0.885, 0.295, 4.106], [-1.048, -1.097, 4.044], [-1.380, -1.734, 2.866], [-1.555, -3.070, 2.716], [-1.417, -3.909, 3.847], [-1.691, -5.335, 3.394], [-1.592, -6.016, 4.234], [-0.985, -5.618, 2.618], [-2.696, -5.407, 2.989], [-0.401, -3.829, 4.256], [-2.134, -3.614, 4.626], [-0.904, -1.668, 4.948], [-0.534, 0.892, 5.372], [-0.312, 2.190, 5.631], [0.037, 2.626, 6.981], [0.155, 1.917, 7.953], [0.223, 3.960, 7.047], [0.452, 4.214, 7.954], [-0.372, 2.971, 4.891], [-0.438, 0.210, 6.209], [-0.959, 2.105, 2.954], [-1.541, 1.018, 0.871], [-2.559, -1.741, -1.299], [-2.616, -0.118, -0.585], [-0.136, -1.653, -1.519], [-0.048, -0.144, -0.573], [1.775, -0.367, -2.022], [3.527, 0.488, -3.500], [4.028, 2.974, -7.039]], "atomic_forces_ev_per_a": [[0.0745, 0.1392, 0.3920], [0.0584, -0.0642, -0.0425], [-0.0292, 0.0400, -0.1250], [-0.0796, -0.0482, -0.0509], [-0.0527, 0.0570, -0.4106], [0.1030, -0.0313, 0.0316], [0.0474, -0.1177, 0.2025], [0.0109, -0.1606, 0.2637], [0.0351, 0.1913, -0.3305], [-0.2403, -0.0905, 0.1497], [-0.0275, 0.1350, -0.2028], [-0.0483, -0.2011, 0.3182], [0.2033, 0.1013, -0.1332], [0.0131, 0.0436, -0.1002], [-0.1258, 0.0274, -0.0338], [-0.1058, 0.0365, -0.0635], [0.0181, -0.1775, 0.3838], [0.0904, 0.3297, -0.5619], [0.1846, -0.0782, 0.3514], [0.0189, -0.2019, 0.2497], [-0.0918, -0.1680, -0.2296], [0.0719, -0.1509, 0.3736], [-0.1972, -0.1498, -0.7643], [0.0062, 0.0553, -0.0147], [-0.0494, 0.0574, -0.3193], [-0.0304, 0.1480, -0.1884], [0.0238, -0.3065, 0.2669], [0.0585, 0.4545, 0.0135], [0.0060, -0.0851, 0.0743], [0.0701, -0.0745, -0.0576], [-0.1012, -0.0527, -0.0216], [-0.1275, 0.0623, -0.0179], [0.1171, 0.0323, -0.0697], [0.0025, -0.1051, 0.0761], [0.2156, 0.6810, 0.5823], [-0.1174, -0.3835, -0.3077], [0.1225, -0.2341, 0.7094], [-0.0088, 0.0128, -0.0517], [0.0037, 0.4335, -0.2369], [-0.0511, -0.3113, -0.0527], [-0.0351, 0.0143, -0.1798], [0.0225, -0.0064, 0.1028], [0.0117, 0.1335, -0.0119], [-0.0128, 0.0125, -0.1242], [0.0280, 0.1390, 0.0702], [0.0232, -0.0911, 0.0078], [-0.0246, 0.1033, 0.0353], [-0.0257, -0.0867, -0.1014], [-0.0005, -0.0563, 0.0951], [0.1234, -0.0236, 0.0282], [-0.1820, 0.0158, 0.0265]], "mulliken_charge": [-1.035, 0.299, 0.353, 0.339, -0.417, 0.331, -0.453, 0.630, -0.896, -0.193, 0.380, -0.958, 0.001, 0.332, 0.399, -0.359, -0.309, -0.984, -0.365, 1.203, -0.649, -1.340, 0.789, -0.312, 0.190, -0.360, -0.341, -1.455, 0.421, 0.325, 0.325, 0.386, 0.396, 0.398, -0.102, -0.790, 0.425, -0.597, -0.447, 0.339, 0.343, 0.330, 0.298, 0.369, 0.376, 0.395, 0.393, 0.506, 0.396, 0.385, 0.311], "homo_ev": -7.990, "gap_ev": 8.061, "e_lumo_ev": 0.071, "relative_energy_kj_mol": 188.65}



Record 4
{"formula": "H14O7", "method": "ωB97M-V/def2-TZVPD", "elements": ["H", "H", "H", "H", "H", "H", "H", "H", "H", "H", "H", "H", "H", "H", "O", "O", "O", "O", "O", "O", "O"], "positions_angstrom": [[-0.267, -0.389, -0.517], [0.744, 0.598, 0.177], [0.915, -3.951, -1.617], [0.387, -3.346, -0.296], [0.698, -1.596, 0.937], [0.359, -2.767, 1.894], [-1.214, 0.963, 0.996], [-1.653, 1.627, 2.308], [-1.594, -1.206, -2.183], [-0.373, -2.106, -1.855], [-0.107, 4.403, 0.959], [-0.930, 3.106, 0.692], [1.072, 2.679, -0.037], [1.886, 1.991, -1.161], [0.038, -0.076, 0.368], [0.105, -3.619, -1.204], [0.906, -2.538, 1.132], [-1.771, 1.695, 1.352], [-0.641, -1.166, -2.019], [-0.295, 3.739, 0.283], [1.734, 1.961, -0.207]], "atomic_forces_ev_per_a": [[0.0531, -0.0179, 0.0219], [-0.2315, -0.2222, 0.0384], [-0.2719, 0.0279, 0.0740], [-0.0424, -0.0061, -0.1676], [-0.0624, -0.0321, 0.0582], [0.1516, 0.0543, -0.1170], [-0.0094, 0.0831, 0.0140], [-0.1213, 0.0468, -0.1520], [0.2850, 0.0495, -0.0122], [-0.0642, 0.1975, 0.0097], [-0.0823, -0.1294, -0.1639], [0.0390, 0.0617, -0.0057], [0.2453, -0.1865, -0.0852], [0.0230, -0.0107, 0.2083], [0.2447, 0.1857, -0.1357], [0.3971, -0.1522, -0.0109], [-0.1131, -0.0751, 0.2345], [0.0549, -0.1029, 0.2491], [-0.3433, -0.1698, -0.0624], [0.0627, 0.1219, 0.1803], [-0.2145, 0.2766, -0.1759]], "mulliken_charge": [0.456, 0.499, 0.332, 0.439, 0.489, 0.317, 0.460, 0.321, 0.319, 0.422, 0.311, 0.440, 0.434, 0.331, -1.074, -0.762, -0.727, -0.741, -0.758, -0.752, -0.756], "homo_ev": -11.394, "gap_ev": 12.052, "e_lumo_ev": 0.658, "relative_energy_kj_mol": 9.51}